C3H2Cl3FS | wB97M-V/def2-TZVPD

Computed properties:
calculated total energy = -54261.4399 eV
HOMO-LUMO gap = 0.290 Eh
HOMO = -9.80 eV
structure (SMILES) = FC(Cl)(Cl)C(=S)CCl

Structure (XYZ):
```
10
Properties=species:S:1:pos:R:3:forces:R:3:nbo_charge:R:1
F 0.6175 -1.6624 -0.3599 1.44 1.57 1.78 -0.3513
C 1.1073 -0.4513 0.2650 2.02 -2.59 -0.78 0.2838
Cl 2.8169 -0.1521 -0.4558 -1.91 -0.10 -0.17 -0.0154
Cl 1.5180 -0.5247 1.9980 -0.75 -0.99 -0.26 0.0524
C 0.0436 0.5261 0.0580 0.80 2.92 0.97 -0.2046
S 0.3592 2.0733 0.5127 -0.52 -1.14 -0.61 0.2024
C -1.2384 0.0964 -0.5227 -1.43 3.87 -1.24 -0.4963
Cl -2.4237 -0.5532 0.5623 -0.33 -1.19 0.97 0.0075
H -1.7420 1.1922 -0.6591 1.22 -2.79 -0.91 0.2620
H -1.0583 -0.5443 -1.3987 -0.55 0.45 0.25 0.2596
```
Forces are in eV/Å.